{
  "formula": "C6H4S",
  "method": "ωB97M-V/def2-TZVPD",
  "homo_lumo_gap_ev": 8.7,
  "smiles": "c1ccc2c(c1)S2",
  "homo_energy_ha": -0.289,
  "relative_energy_kj_mol": 0.0,
  "species": ["C", "C", "C", "C", "C", "C", "S", "H", "H", "H", "H"],
  "coordinates": [[1.120, -0.024, 0.521], [0.057, 0.608, 1.073], [1.076, -0.725, -0.740], [-1.257, 0.648, 0.478], [-0.112, -0.753, -1.331], [-1.383, -0.006, -0.669], [-1.650, -0.858, -2.185], [2.072, -0.012, 1.030], [0.171, 1.115, 2.016], [1.962, -1.184, -1.149], [-2.057, 1.192, 0.957]],
  "forces_ev_per_angstrom": [[0.17, 0.09, 0.09], [0.09, 0.01, 0.08], [0.06, -0.09, -0.08], [-0.13, 0.12, 0.06], [-4.74, 2.41, 1.90], [4.12, -2.80, -2.69], [0.25, 0.16, 0.24], [0.03, 0.08, 0.13], [0.14, 0.07, 0.19], [0.11, -0.08, 0.00], [-0.10, 0.02, 0.08]]
}

---

{
  "formula": "C21H8Cl7F5InO7S",
  "method": "ωB97M-V/def2-TZVPD",
  "charge": -1,
  "homo_lumo_gap_ev": 8.5,
  "homo_energy_ha": -0.230,
  "relative_energy_kj_mol": 16.1,
  "species": ["In", "O", "Cl", "O", "O", "O", "F", "C", "C", "F", "C", "F", "C", "S", "C", "F", "C", "F", "Cl", "C", "C", "C", "Cl", "C", "Cl", "C", "Cl", "C", "Cl", "C", "C", "C", "C", "Cl", "C", "C", "C", "O", "C", "C", "O", "O", "H", "H", "H", "H", "H", "H", "H", "H"],
  "coordinates": [[0.077, 0.278, 0.529], [-0.676, 0.936, -3.216], [-1.056, 1.564, -1.994], [-1.694, 2.817, -2.216], [0.150, 1.788, -1.146], [-1.901, 0.672, -1.204], [6.642, -1.732, -0.977], [5.611, -1.124, -0.377], [4.684, -0.426, -1.124], [4.825, -0.355, -2.453], [3.626, 0.204, -0.496], [2.767, 0.883, -1.255], [3.445, 0.154, 0.883], [2.121, 0.961, 1.713], [4.400, -0.555, 1.606], [4.305, -0.653, 2.937], [5.469, -1.185, 0.996], [6.367, -1.862, 1.725], [-2.036, 3.015, 1.047], [-2.179, 1.757, 2.227], [-1.349, 0.647, 2.130], [-1.440, -0.295, 3.148], [-0.353, -1.648, 3.141], [-2.355, -0.184, 4.191], [-2.446, -1.385, 5.422], [-3.202, 0.920, 4.234], [-4.351, 1.076, 5.507], [-3.108, 1.905, 3.255], [-4.131, 3.288, 3.325], [-3.312, -5.988, -1.364], [-3.836, -4.602, -1.609], [-5.195, -4.338, -1.665], [-5.651, -3.047, -1.881], [-7.371, -2.750, -1.950], [-4.766, -2.000, -2.033], [-3.399, -2.246, -1.977], [-2.941, -3.538, -1.776], [-1.624, -3.886, -1.729], [-0.657, -2.898, -1.982], [-0.413, -1.959, -0.821], [-1.166, -1.929, 0.149], [0.573, -1.140, -0.953], [-4.132, -6.702, -1.291], [-2.735, -6.022, -0.438], [-2.642, -6.305, -2.164], [-5.906, -5.145, -1.538], [-5.127, -0.992, -2.180], [-2.723, -1.406, -2.055], [-0.917, -2.274, -2.845], [0.265, -3.422, -2.222]],
  "forces_ev_per_angstrom": [[-0.08, 0.19, 0.09], [0.03, 0.06, 0.08], [-0.18, -0.02, 0.04], [0.02, -0.06, -0.03], [-0.05, -0.05, 0.02], [0.07, 0.02, -0.14], [-0.06, 0.03, 0.04], [0.11, -0.07, -0.03], [-0.03, 0.04, -0.13], [-0.01, -0.01, 0.06], [-0.05, 0.07, -0.04], [0.09, -0.06, 0.05], [-0.03, -0.06, -0.01], [0.14, 0.01, 0.02], [-0.02, -0.02, 0.03], [0.01, 0.01, -0.05], [0.06, -0.05, 0.07], [-0.04, 0.04, -0.03], [0.01, -0.02, 0.02], [0.07, 0.00, -0.09], [-0.14, -0.01, 0.12], [0.05, -0.02, -0.06], [-0.01, 0.04, 0.00], [-0.01, 0.06, -0.02], [0.00, -0.02, 0.02], [0.01, -0.01, 0.00], [-0.01, 0.00, 0.01], [0.02, -0.04, 0.01], [-0.02, 0.02, 0.01], [-0.01, 0.02, 0.03], [0.00, 0.00, -0.01], [0.02, -0.02, 0.00], [0.01, 0.01, 0.00], [0.00, 0.00, 0.00], [-0.01, 0.00, 0.00], [-0.06, 0.08, -0.02], [-0.06, -0.03, 0.00], [0.04, -0.02, 0.02], [0.21, 0.05, -0.12], [-0.17, -0.03, 0.03], [-0.04, 0.04, 0.12], [0.07, -0.11, -0.12], [0.00, 0.01, 0.00], [0.01, -0.01, -0.01], [0.00, 0.01, -0.01], [0.00, 0.00, 0.00], [0.00, 0.00, 0.00], [-0.03, -0.04, 0.01], [0.01, -0.05, 0.01], [0.05, 0.01, 0.02]]
}

---

{
  "formula": "C16H19N7OReS",
  "method": "ωB97M-V/def2-TZVPD",
  "charge": 2,
  "homo_lumo_gap_ev": [6.9, 6.3],
  "s_squared": 3.814,
  "multiplicity": 4,
  "homo_energy_ha": [-0.513, -0.521],
  "relative_energy_kj_mol": 26.1,
  "species": ["Re", "C", "C", "C", "C", "C", "H", "H", "H", "H", "H", "N", "C", "S", "N", "N", "C", "C", "C", "C", "C", "C", "N", "H", "H", "H", "H", "H", "H", "H", "C", "N", "C", "C", "O", "N", "C", "N", "H", "H", "H", "H", "H", "H", "H"],
  "coordinates": [[-0.084, -0.337, 1.145], [0.764, 2.668, 1.834], [0.891, 1.292, 2.345], [2.213, 0.865, 1.889], [2.767, 1.878, 1.123], [1.886, 2.989, 1.119], [-0.072, 3.314, 2.032], [0.637, 1.166, 3.398], [2.724, -0.017, 2.234], [3.736, 1.866, 0.652], [2.096, 3.932, 0.651], [-1.534, -2.055, 4.966], [-1.285, -1.467, 3.812], [0.231, -1.837, 2.990], [-2.160, -0.645, 3.281], [-1.869, -0.055, 2.156], [-2.805, 0.569, 1.484], [-2.446, 1.141, 0.222], [-3.340, 1.800, -0.631], [-2.882, 2.289, -1.839], [-1.539, 2.131, -2.170], [-0.708, 1.476, -1.281], [-1.142, 0.980, -0.125], [-0.887, -2.723, 5.364], [-2.412, -1.889, 5.440], [-3.809, 0.619, 1.877], [-4.376, 1.891, -0.349], [-3.551, 2.788, -2.522], [-1.140, 2.507, -3.099], [0.347, 1.360, -1.488], [1.825, -2.385, -4.033], [1.359, -2.145, -2.688], [0.219, -2.857, -2.151], [-0.004, -2.107, -0.868], [-0.927, -2.170, -0.062], [0.986, -1.194, -0.708], [1.745, -1.203, -1.827], [2.700, -0.308, -2.045], [1.782, -3.455, -4.237], [2.851, -2.044, -4.163], [1.177, -1.875, -4.750], [0.439, -3.916, -1.970], [-0.646, -2.807, -2.819], [3.008, 0.284, -1.289], [3.236, -0.316, -2.897]],
  "forces_ev_per_angstrom": [[0.87, 0.25, 0.78], [0.31, 0.03, -0.44], [-0.46, -0.39, -0.27], [0.25, -0.03, -0.32], [-0.11, -0.94, 0.22], [-0.93, 0.23, 0.20], [-0.18, 0.13, 0.01], [-0.05, -0.18, -0.11], [0.09, -0.17, 0.01], [0.21, -0.05, 0.03], [-0.03, 0.23, -0.12], [-0.10, -0.14, 0.21], [0.60, 0.34, -0.99], [0.17, 0.19, -0.33], [-1.44, -0.30, 1.90], [0.60, 0.18, -1.54], [0.19, -0.38, 0.81], [0.03, 0.47, -0.78], [0.30, -0.35, 0.46], [0.33, -0.07, -0.05], [-0.13, -0.04, 0.22], [0.22, 0.32, -0.50], [-0.36, -0.11, 0.00], [-0.10, 0.15, -0.09], [0.09, 0.03, -0.09], [-0.06, -0.02, 0.13], [-0.09, 0.05, 0.09], [-0.11, 0.05, -0.02], [0.04, 0.06, -0.04], [0.01, -0.04, -0.01], [0.04, 0.03, -0.47], [0.18, 0.21, 0.47], [-0.36, -0.36, 0.04], [0.40, -0.10, -0.80], [-0.20, 0.41, 0.43], [-0.47, 0.30, 1.16], [0.13, 0.10, -0.46], [-0.09, -0.23, -0.02], [0.13, 0.07, 0.04], [-0.02, -0.09, 0.02], [0.11, -0.01, -0.01], [0.01, 0.11, 0.03], [0.00, 0.06, 0.10], [-0.06, 0.00, 0.07], [0.06, -0.01, 0.05]]
}